# 1
C4H14N3 | ωB97M-V/def2-TZVPD

```
21
Properties=species:S:1:pos:R:3
C 1.7494 -2.4437 -0.6587
C 1.7674 -1.3750 -1.7625
H 2.6877 -2.4894 -0.0906
H 0.9830 -2.3165 0.1012
H 1.7178 -3.4415 -1.1017
H 0.9782 -1.6546 -2.4646
H 2.6714 -1.3491 -2.3507
H 1.5279 -0.4398 -1.2546
C -1.0605 0.8001 -0.9826
C -1.0790 1.4411 1.3700
N -0.5945 1.5964 0.1370
N -2.2575 0.8557 1.5607
N -0.3553 1.7973 2.4320
H 0.2531 2.1293 0.0445
H -2.7997 0.4292 0.8307
H -2.6676 0.9816 2.4713
H 0.5657 2.1916 2.3502
H -0.6318 1.4784 3.3460
H -0.3744 1.0034 -1.7932
H -2.0251 1.0839 -1.3436
H -1.0563 -0.2784 -0.8409
```

Its total charge is +1. Its largest force on an atom is 1.6 eV Å⁻¹.



# 2
C58H48FGeN2P3Pd | ωB97M-V/def2-TZVPD

```
114
Properties=species:S:1:pos:R:3
Pd 0.6621 -0.5149 -0.5376
F -2.7816 2.9648 3.0783
Ge -1.8383 1.8863 2.0205
C -0.5387 1.3132 3.3840
C -0.8512 1.8289 4.6597
C -0.2699 1.3343 5.8119
C 0.6257 0.2802 5.7377
C 0.9642 -0.2226 4.5009
C 0.4164 0.2919 3.3218
P 1.2380 -0.2931 1.7773
C 2.8909 0.3697 2.2448
C 4.0417 -0.3464 2.5516
C 5.2223 0.3122 2.8815
C 5.2663 1.6946 2.9293
C 4.1160 2.4221 2.6490
C 2.9483 1.7641 2.3097
C 1.1609 -2.1130 2.1122
C -0.1114 -2.5717 2.4762
C -0.3779 -3.9203 2.6234
C 0.6308 -4.8566 2.4250
C 1.8933 -4.4206 2.0595
C 2.1525 -3.0636 1.8947
C -1.7937 2.9036 0.3335
C -2.7317 3.9518 0.5118
C -3.2842 4.6755 -0.5254
C -2.9637 4.3229 -1.8173
C -2.0193 3.3426 -2.0171
C -1.3430 2.6659 -0.9863
P -0.0294 1.7588 -2.0335
C 0.6740 3.3678 -2.6949
C 1.1473 3.3707 -4.0019
C 1.7514 4.4991 -4.5417
C 1.8912 5.6457 -3.7759
C 1.4169 5.6565 -2.4699
C 0.8124 4.5290 -1.9374
C 1.7162 1.1892 -1.6380
C 2.1951 0.4284 -2.7090
C 3.5620 0.3618 -2.9816
C 4.4612 1.0583 -2.1991
C 4.0000 1.8151 -1.1162
C 2.6503 1.8899 -0.8589
C -3.1399 0.3996 1.7660
C -3.2386 -0.4455 3.0145
C -3.5950 -1.7339 3.0663
C -3.9319 -2.6711 1.9910
C -3.5683 -2.6604 0.7007
C -2.6938 -1.6635 0.1087
P -1.4239 -1.5206 -1.2210
C -2.1015 -2.3037 -2.7258
C -1.3386 -2.0996 -3.8743
C -1.7489 -2.6122 -5.0967
C -2.9233 -3.3446 -5.1812
C -3.6896 -3.5541 -4.0423
C -3.2824 -3.0357 -2.8222
C -2.7998 -0.4222 -0.7511
C -2.3867 -0.3126 0.6678
C -4.4896 0.9958 1.5109
C -5.1963 1.1870 0.3892
C -4.9229 0.8432 -1.0054
C -3.9012 0.1473 -1.5123
H -1.5785 2.6185 4.7452
H -0.5328 1.7626 6.7706
H 1.0691 -0.1327 6.6346
H 1.6937 -1.0213 4.4376
H 4.0400 -1.4237 2.5626
H 6.1069 -0.2674 3.1121
H 6.1840 2.2042 3.1916
H 4.1285 3.5034 2.6963
H 2.0549 2.3455 2.1037
H -0.9161 -1.8650 2.6422
H -1.3770 -4.2376 2.8943
H 0.4316 -5.9128 2.5536
H 2.6890 -5.1347 1.8862
H 3.1286 -2.7804 1.5347
H -3.0637 4.1890 1.5068
H -3.9908 5.4675 -0.3149
H -3.4201 4.8140 -2.6670
H -1.7612 3.1154 -3.0455
H 1.0449 2.4775 -4.6084
H 2.1060 4.4818 -5.5643
H 2.3549 6.5289 -4.1952
H 1.5092 6.5505 -1.8664
H 0.4234 4.5636 -0.9256
H 1.4911 -0.0706 -3.3661
H 3.9117 -0.2334 -3.8153
H 5.5198 1.0245 -2.4222
H 4.6927 2.3732 -0.4987
H 2.2942 2.5410 -0.0729
H -3.0740 0.0496 3.9672
H -3.6887 -2.1571 4.0621
H -4.5343 -3.5153 2.3102
H -3.8855 -3.4978 0.0917
H -0.4209 -1.5240 -3.8080
H -1.1504 -2.4391 -5.9815
H -3.2434 -3.7494 -6.1322
H -4.6100 -4.1201 -4.1051
H -3.9021 -3.1908 -1.9516
H -1.3029 -0.1399 0.7734
H -4.9434 1.3851 2.4167
H -6.1416 1.6985 0.5363
H -5.6621 1.2017 -1.7128
H -3.8688 -0.0204 -2.5832
C 0.8398 -4.3693 -1.4437
C 2.1392 -3.6721 -1.2553
N 2.3081 -2.3993 -0.9943
C 3.6625 -2.2205 -0.8212
C 4.3180 -3.3983 -0.9888
N 3.3313 -4.3202 -1.2710
H 0.1782 -3.7642 -2.0619
H 0.3542 -4.5339 -0.4797
H 0.9743 -5.3333 -1.9357
H 4.0689 -1.2541 -0.5797
H 5.3580 -3.6630 -0.9434
H 3.4606 -5.2994 -1.4538
```

Its largest force on an atom is 0.8 eV Å⁻¹.



no.,Kohn-Sham gap (eV)
1,11.236
2,7.259